DFT (ωB97M-V/def2-TZVPD) results for a cluster of 2 separate species, CF2O3S in total.

Results
- ΔE to the lowest compared entry with this formula, charge and spin (eV) = 2.0182
- orbital gap (eV) = 12.719
- E_LUMO (eV) = -0.030

Bonds (Å) are listed after each position.
Geometry (Å):
1 O -0.21539 1.25073 0.43697  S4 1.402
2 O -0.66470 -0.10531 -1.57514  S4 1.392
3 O 2.19945 -0.09859 0.71838  C5 1.113
4 S -0.67531 0.08754 -0.19710  O1 1.402, O2 1.392, F6 1.605, F7 1.642
5 C 1.80090 0.28390 -0.24784  O3 1.113
6 F -2.19059 -0.11833 0.29176  S4 1.605
7 F -0.25437 -1.29993 0.57297  S4 1.642

***

DFT (ωB97M-V/def2-TZVPD) results for the molecule C5H6F2O.

Results
- ΔE to the lowest compared entry with this formula, charge and spin (eV) = 3.0107
- orbital gap (spin up / spin down) (eV) = 8.364 / 7.367
- E_LUMO (spin up / spin down) (eV) = -0.087 / -0.815

Bonds (Å) are listed after each position.
Geometry (Å):
1 F 1.44756 -1.70922 0.66738  C2 1.327
2 C 1.54066 -0.73234 -0.22567  F1 1.327, C3 1.516, F9 1.336
3 C 0.46311 -0.27740 -1.18947  C2 1.516, H6 1.115, H10 1.080, C14 1.515
4 H -0.69894 1.85622 1.22426  C5 1.147
5 C -0.00485 1.47979 0.39271  H4 1.147, O11 1.245, C14 1.371
6 H -0.00906 -1.02496 -1.86942  C3 1.115
7 C -1.53173 -0.58874 0.52804  H8 1.076, H12 1.132, H13 1.093, C14 1.537
8 H -1.24867 -1.00113 1.48047  C7 1.076
9 F 2.56020 0.06716 0.10131  C2 1.336
10 H 0.93593 0.56747 -1.66791  C3 1.080
11 O 1.02355 2.14731 0.17782  C5 1.245
12 H -1.83621 -1.31795 -0.28226  C7 1.132
13 H -2.19090 0.24428 0.78484  C7 1.093
14 C -0.45065 0.28951 -0.12210  C3 1.515, C5 1.371, C7 1.537

***

DFT (ωB97M-V/def2-TZVPD) results for the molecule C3H4N4O.

Results
- ΔE to the lowest compared entry with this formula, charge and spin (eV) = 4.7587
- orbital gap (eV) = 9.479
- SMILES string = C=Cn1nnc(O)n1
- E_LUMO (eV) = -0.235

Bonds (Å) are listed after each position.
Geometry (Å):
1 N -1.05419 1.12644 0.50463  C7 1.237, N10 1.399
2 H -0.24008 3.13649 -0.11685  O5 1.054
3 H 1.38481 -1.83638 -1.11622  C9 1.206
4 N 0.12375 -0.56602 -0.00699  C9 1.459, N10 1.341, N11 1.293
5 O 0.52906 2.59753 -0.59576  H2 1.054, C7 1.394
6 H 0.85188 -3.92257 0.77934  C8 1.210
7 C -0.15864 1.42322 -0.29575  N1 1.237, O5 1.394, N11 1.344
8 C 0.23362 -2.88368 0.72411  H6 1.210, C9 1.380, H12 1.129
9 C 0.69505 -1.90244 -0.12933  H3 1.206, N4 1.459, C8 1.380
10 N -1.03644 -0.26921 0.59614  N1 1.399, N4 1.341
11 N 0.49711 0.37118 -0.81591  N4 1.293, C7 1.344
12 H -0.56086 -2.61717 1.48046  C8 1.129

***

DFT (ωB97M-V/def2-TZVPD) results for a cluster of 2 separate species, C4H14N3O in total.

Results
- ΔE to the lowest compared entry with this formula, charge and spin (eV) = 2.9014
- orbital gap (eV) = 9.811
- charge = +1
- E_LUMO (eV) = -3.159

Bonds (Å) are listed after each position.
Geometry (Å):
1 N -1.73783 -0.05885 -0.77868  H11 1.007, H12 1.002, C17 1.444
2 H 0.35465 2.79184 -2.51360  C20 1.116
3 H 0.32376 -0.60715 0.68045  C10 1.002
4 N 0.28737 0.63599 -2.03438  H7 1.053, C17 1.385, C20 1.468
5 H 0.52083 -2.15603 -2.09617  N16 1.108
6 H 1.68991 -1.36461 1.10362  C10 1.044
7 H 1.07405 0.28074 -2.63692  N4 1.053
8 H 1.22186 -0.03955 3.52917  C13 1.116
9 H -0.72188 2.37390 -1.17161  C20 1.102
10 C 1.12696 -0.50132 1.27081  H3 1.002, H6 1.044, C13 1.532, H22 1.048
11 H -2.09289 -0.90246 -0.36000  N1 1.007
12 H -2.34698 0.72569 -0.90791  N1 1.002
13 C 0.60577 -0.48466 2.71172  H8 1.116, C10 1.532, H18 1.109, O19 1.415
14 H 0.95410 2.16971 -0.80421  C20 1.166
15 H -1.23052 0.23806 3.29382  O19 1.063
16 N -0.30505 -1.64654 -1.56144  H5 1.108, C17 1.322, H21 1.050
17 C -0.56889 -0.35090 -1.57383  N1 1.444, N4 1.385, N16 1.322
18 H 0.28733 -1.47032 3.10677  C13 1.109
19 O -0.49605 0.38570 2.53909  C13 1.415, H15 1.063
20 C 0.20059 2.05902 -1.68652  H2 1.116, N4 1.468, H9 1.102, H14 1.166
21 H -0.85992 -2.38343 -1.05882  N16 1.050
22 H 1.71281 0.30519 0.94865  C10 1.048